Record 1
The following is a DFT calculation (wB97M-V/def2-TZVPD) of a 2-piece molecular cluster, C4H12S overall.

The geometry in XYZ format:
```
17
Properties=species:S:1:pos:R:3:forces:R:3:mulliken_charge:R:1
C 0.06287 0.15355 -1.39081 0.152 0.721 0.410 -1.107
C 1.34147 0.23643 -0.52696 -0.544 0.479 -0.475 -0.015
C 2.08172 -1.08924 -0.58769 0.915 -0.006 1.589 -1.276
H 0.24364 0.59289 -2.37212 0.092 -0.666 -0.299 0.348
H -0.75937 0.76847 -1.01824 0.040 -0.111 0.298 0.294
H -0.26766 -0.88070 -1.38794 -0.219 0.018 -0.479 0.307
H 1.07803 0.57406 0.47865 0.114 -0.530 0.201 0.178
H 1.96308 1.05699 -0.89713 0.131 -0.169 -0.122 0.279
H 3.05285 -1.04682 -0.06641 0.104 0.405 -0.627 0.363
H 1.63933 -1.85740 0.05154 -0.755 -0.069 -0.504 0.317
H 2.21973 -1.44744 -1.60226 -0.017 -0.067 -0.069 0.329
C -1.86328 0.87793 1.75964 0.218 -0.330 -0.404 -0.654
S -2.13567 -0.90036 1.39140 0.324 0.178 0.600 -0.192
H -1.49394 1.06408 2.76447 -0.229 -0.323 0.138 0.298
H -1.09449 1.21568 1.07420 -0.068 0.317 -0.115 0.096
H -2.79566 1.40438 1.58991 0.069 0.160 0.079 0.328
H -3.27267 -0.72250 0.73974 -0.328 -0.007 -0.221 0.108
```
Forces are in eV/Å.

## Properties
- net charge = 0
- E_LUMO (Ha) = 0.0341
- molecular weight (g/mol) = 92.2
- SMILES = CCC.CS


Record 2
The following is a DFT calculation (wB97M-V/def2-TZVPD) of C13H24Cl2HfNO4P2 as an isolated structure.

The geometry in XYZ format:
```
47
Properties=species:S:1:pos:R:3:forces:R:3:mulliken_charge:R:1
Hf -0.62450 0.95934 -0.01165 -2.094 1.790 0.252 0.931
P 0.87453 0.80773 2.11909 0.658 1.787 0.270 0.235
C 1.57274 -0.84077 1.77906 -4.406 -2.283 1.126 -0.111
C 0.79109 -1.72766 0.89866 1.181 1.106 0.914 0.332
N -0.02739 -1.20834 -0.07347 0.400 -0.337 -1.331 0.246
C -0.42725 -1.99444 -1.10445 -0.580 2.239 0.455 0.806
C -0.19269 -3.36357 -1.09170 0.693 -1.464 0.524 -0.640
C 0.53273 -3.92368 -0.04395 -0.578 -0.688 -0.755 -0.732
C 1.02734 -3.10377 0.95352 0.734 -0.040 0.502 -0.665
C -1.15682 -1.35808 -2.27606 -0.005 -0.527 0.388 -1.352
P -0.71553 0.40455 -2.55775 0.139 -0.368 -1.315 0.569
H 1.66075 -3.46726 1.76274 -0.143 -0.207 -0.268 0.576
H -0.58816 -3.95651 -1.91797 0.250 -0.036 0.250 0.596
H 0.73576 -4.99011 -0.02826 -0.064 0.061 0.028 0.493
H -0.92100 -1.90398 -3.19993 -0.151 -0.135 0.256 0.725
H -2.24767 -1.42747 -2.12593 0.197 -0.065 0.051 0.444
H 2.74756 -0.71232 1.09548 3.467 0.499 -2.603 0.057
H 1.84280 -1.32388 2.73039 0.948 -0.287 -0.557 0.795
H 3.29272 0.75329 -0.17463 -0.596 3.550 -0.580 0.449
O 3.56891 -0.57759 0.28551 -2.089 -1.425 2.124 -0.605
H 4.39836 -0.46171 0.77786 0.366 -0.109 0.261 0.389
H 0.82493 1.89358 -0.61901 -0.475 0.214 -0.212 -0.103
O 3.06249 1.80756 -0.25777 -0.272 -2.759 -0.827 -0.704
H 2.25025 1.81799 -0.83128 1.396 0.317 0.541 0.360
C 0.77988 0.27427 -3.57867 0.280 0.215 0.329 -1.185
H 0.59343 -0.35708 -4.45816 -0.020 0.201 0.216 0.447
H 1.06596 1.28578 -3.89583 0.000 -0.250 0.001 0.420
H 1.60190 -0.14341 -2.98317 -0.079 0.074 -0.215 0.343
C -2.00482 0.98858 -3.67819 -0.360 0.303 0.254 -1.215
H -1.74553 2.00398 -4.00167 -0.079 -0.190 -0.009 0.427
H -2.09875 0.33264 -4.55313 0.109 0.118 0.201 0.429
H -2.96022 1.02892 -3.14000 0.111 0.017 -0.222 0.428
C -0.11333 0.64661 3.63155 -0.045 -1.087 0.179 -1.137
H 0.53672 0.31215 4.45228 -0.283 0.170 -0.034 0.462
H -0.56528 1.62002 3.86943 0.284 -0.044 -0.189 0.396
H -0.92578 -0.07578 3.47860 0.102 0.122 0.191 0.430
C 2.24475 1.90354 2.53625 0.323 0.068 -0.320 -1.157
H 1.82073 2.84934 2.90569 0.108 -0.244 -0.126 0.453
H 2.85560 1.44496 3.32889 -0.161 0.147 -0.189 0.467
H 2.80419 2.07287 1.58660 -0.215 0.110 0.794 0.432
Cl -5.57660 0.72321 1.03863 0.568 0.591 0.308 -0.079
C -4.29581 1.89393 1.43986 -0.336 -0.173 -0.538 0.129
Cl -3.85151 1.92821 3.16847 -0.104 -0.031 -0.399 -0.080
C -3.01431 1.53203 0.72256 0.429 -0.595 0.366 0.412
O -2.10534 2.43114 0.47434 -0.021 -1.112 -0.113 -0.652
O -2.72780 0.31093 0.45513 0.482 0.844 -0.278 -0.621
H -4.60003 2.89026 1.11205 -0.069 -0.088 0.300 0.361
```
Forces are in eV/Å.

## Properties
- net charge = +3
- E_LUMO (spin up / spin down) (Ha) = -0.5497 / -0.5500
- molecular weight (g/mol) = 569.7


Record 3
The following is a DFT calculation (wB97M-V/def2-TZVPD) of a 13-piece molecular cluster, C52H78O36 overall.

The geometry in XYZ format:
```
166
Properties=species:S:1:pos:R:3:forces:R:3:mulliken_charge:R:1
O 11.15994 14.80387 18.00871 -0.223 1.311 -0.617 0.066
C 10.64508 15.91500 18.01140 0.446 -1.426 1.771 -0.064
O 11.25926 17.01366 17.51340 0.174 -1.153 -0.381 0.202
C 10.32494 18.11602 17.54526 0.919 0.335 0.412 -0.684
C 9.51904 17.80715 18.73762 -2.274 -0.276 0.827 -0.569
C 9.31657 16.29262 18.68850 0.266 0.159 -1.292 -0.645
H 9.76908 18.11269 16.60766 0.027 0.252 0.063 0.332
H 10.87184 19.02964 17.77830 0.188 -0.011 -0.767 0.409
H 8.61476 18.41038 18.65704 -0.235 -0.188 0.447 0.508
H 10.00394 18.01083 19.69234 0.194 0.396 -0.149 -0.043
H 8.58022 15.91251 17.98040 -0.388 0.533 -0.482 0.311
H 8.98904 15.79501 19.60130 1.017 0.040 0.212 0.416
O 16.73880 17.43708 8.59256 0.928 -2.628 1.948 -0.623
C 16.93705 16.67721 9.54520 -0.135 2.570 -1.154 0.414
O 15.91844 16.36264 10.37126 -0.958 -0.649 0.258 -0.310
C 16.33510 16.07454 11.71674 1.763 0.826 -0.145 0.760
C 17.87480 16.35979 11.71002 -0.888 -0.807 0.348 -0.181
C 18.22694 16.20573 10.22962 0.597 0.922 0.028 -0.726
H 16.15524 15.06300 12.08080 -0.614 0.156 -0.436 -0.247
H 15.92956 16.86673 12.34608 -0.679 -0.458 0.127 -0.062
H 18.38403 15.65392 12.36616 0.096 -0.031 -0.225 0.001
H 18.00342 17.33358 12.18254 0.463 0.130 -0.720 0.309
H 18.52456 15.18743 9.97940 -0.412 -0.131 -0.054 0.314
H 19.08020 16.82754 9.95870 -0.209 0.100 -0.231 0.391
O 15.03674 9.03458 11.15590 0.781 1.325 -0.547 -0.643
C 15.25920 10.12794 10.63958 -1.521 -3.282 2.001 0.478
O 14.84902 10.33984 9.40858 -0.413 1.646 -1.819 -0.355
C 14.94528 11.76148 9.04562 1.579 0.254 1.455 -0.597
C 15.41130 12.44373 10.36842 0.267 0.717 -0.408 0.638
C 15.76772 11.31634 11.34290 -0.134 1.360 0.064 0.536
H 14.02892 12.24568 8.70811 -0.169 -0.894 -0.153 0.342
H 15.75482 11.92930 8.33529 -0.365 -0.557 -0.431 0.318
H 14.61370 13.12268 10.67004 0.047 -0.218 0.594 -0.432
H 16.27498 13.08456 10.19094 -0.041 0.023 -0.143 -0.075
H 15.28634 11.45856 12.31044 -0.156 -0.288 -0.099 -0.609
H 16.82248 11.22170 11.60106 0.083 0.032 -0.396 0.331
C 19.14008 12.24152 18.07990 -1.085 0.569 -0.027 -1.315
C 18.74698 13.19426 19.24286 0.789 -2.480 -0.559 0.291
C 19.20216 14.62582 19.19424 2.046 -1.204 -0.301 0.372
O 18.11334 15.33593 19.58463 -3.015 1.722 1.338 -0.338
C 17.02528 14.54615 19.78408 -3.281 0.789 0.214 0.239
O 15.88618 14.91131 20.15646 4.454 -1.076 -1.368 -0.392
O 17.33182 13.28815 19.40257 -0.699 0.520 0.054 0.019
H 18.84072 12.63866 17.10997 0.169 0.204 0.035 0.185
H 18.55226 11.32745 18.16386 0.168 -0.133 0.294 0.366
H 20.19799 11.98155 18.04356 -0.047 0.209 0.276 0.417
H 19.07809 12.66467 20.13618 0.264 0.348 0.277 0.337
H 19.51992 14.95403 18.20460 0.094 -0.148 0.107 -0.400
H 19.99666 14.73349 19.93266 0.225 0.400 -0.267 0.334
C 9.56277 12.24112 19.38256 -0.397 0.346 -0.114 -1.237
C 9.82767 10.79266 19.05191 -0.034 1.539 0.075 0.446
C 10.62412 10.54064 17.78786 -0.819 -0.617 0.472 0.969
O 11.50274 9.51927 18.24614 0.373 -1.034 -2.524 -0.390
C 11.60434 9.49197 19.54246 2.202 0.796 2.057 0.554
O 12.51550 8.94342 20.13368 -1.870 0.518 -0.473 -0.608
O 10.71968 10.38182 20.06734 0.625 -1.524 0.949 -0.376
H 8.71246 12.65262 18.83874 -0.183 -0.084 0.094 0.383
H 10.40276 12.89433 19.14628 0.161 -0.210 -0.008 -0.116
H 9.38998 12.29592 20.45738 -0.277 0.165 -0.072 0.540
H 8.92516 10.18166 19.06720 -0.024 -0.078 0.134 0.318
H 11.23158 11.38291 17.45666 -0.210 0.087 -0.143 -0.847
H 9.93739 10.12481 17.05059 0.566 0.165 -0.457 0.362
C 11.72754 16.74465 14.16876 0.533 0.044 -1.058 -1.171
C 12.87110 16.86705 13.09218 -1.838 -1.825 1.722 2.157
C 12.70700 16.14608 11.76650 -1.161 -1.252 0.258 0.291
O 12.91870 17.10346 10.78468 0.784 1.198 -0.802 -0.351
C 13.08264 18.31012 11.35872 1.442 3.140 -2.875 0.607
O 13.35818 19.35204 10.71920 -1.343 -3.880 2.880 -0.612
O 12.94908 18.17635 12.68758 0.787 2.624 0.083 -0.508
H 10.74134 17.05524 13.82374 0.128 0.146 -0.274 0.606
H 12.00214 17.38175 15.00948 -0.002 -0.121 0.054 -0.168
H 11.61432 15.71632 14.51202 0.223 -0.038 0.068 -0.135
H 13.72234 16.47349 13.64772 0.653 0.675 -0.438 -0.754
H 11.67798 15.84107 11.57620 -0.101 -0.619 0.459 0.389
H 13.39526 15.30641 11.66988 0.006 0.035 -0.211 -0.272
C 14.76892 11.54580 21.24676 0.463 -1.333 -0.419 -1.098
C 15.45706 10.33463 21.96634 -2.388 0.936 -4.058 0.206
C 16.95466 10.20248 21.57068 -1.941 0.814 -0.286 0.538
O 17.49849 10.15614 22.83456 1.545 -0.062 1.870 -0.386
C 16.58468 10.44539 23.81286 2.064 -1.002 3.326 0.614
O 16.84134 10.42924 25.00586 -0.287 0.369 -2.574 -0.583
O 15.40496 10.63618 23.29598 -0.361 0.121 1.471 -0.362
H 13.71204 11.71926 21.44928 0.133 -0.188 0.839 0.414
H 14.71182 11.29225 20.18820 0.596 0.332 -0.279 0.063
H 15.38064 12.42020 21.46884 -0.219 0.188 -0.360 0.225
H 14.86544 9.44560 21.74794 0.121 -0.226 0.189 0.479
H 17.21735 11.12472 21.05242 0.408 0.106 -0.063 -0.511
H 17.24286 9.35549 20.94804 -0.226 -0.163 0.317 0.301
C 13.08136 14.73733 21.15224 -0.650 -0.114 1.413 -0.114
C 11.90546 14.81128 22.17484 0.351 0.562 -1.293 0.103
C 12.20750 15.58039 23.44916 1.271 -0.809 -0.159 -0.582
O 11.35192 16.69591 23.46544 0.888 0.163 1.545 -0.345
C 10.49880 16.62384 22.49418 -3.421 0.743 -1.138 0.521
O 9.48916 17.31831 22.42164 2.374 -1.635 -0.571 -0.632
O 10.83218 15.59815 21.64452 -0.943 0.664 -0.454 -0.048
H 13.93792 14.29214 21.65840 -0.078 -0.277 -0.030 0.405
H 13.43718 15.73517 20.89575 -0.419 -0.013 -0.241 -0.097
H 12.81048 14.12046 20.29540 0.035 0.266 -0.089 -0.399
H 11.48804 13.83103 22.40502 0.158 -0.112 -0.169 0.387
H 13.23464 15.94107 23.39446 0.009 -0.064 0.572 0.328
H 12.00736 14.87960 24.25968 0.221 0.662 0.545 0.343
C 14.92394 20.04508 17.97430 -0.561 -0.241 -0.031 -1.658
C 13.94566 18.94917 18.40576 -0.683 0.447 -0.510 1.038
C 14.48916 17.88847 19.37156 0.321 1.021 -1.990 1.012
O 13.72894 18.11274 20.52668 0.968 -1.474 1.812 -0.325
C 12.78756 19.02205 20.39108 -3.352 1.954 1.762 0.619
O 11.93596 19.35801 21.24876 3.344 -1.475 -3.110 -0.607
O 12.85836 19.53220 19.14695 -0.370 0.513 0.361 -0.389
H 14.43452 20.65215 17.21270 0.140 0.063 -0.005 0.417
H 15.82722 19.61180 17.54484 0.010 -0.061 -0.033 0.315
H 15.19992 20.70276 18.79854 0.002 -0.162 0.134 0.397
H 13.43402 18.52700 17.54084 0.375 -0.229 -0.175 -0.443
H 15.54702 18.14886 19.40628 0.121 -0.384 1.222 0.283
H 14.40594 16.88110 18.96366 -0.307 -0.081 0.492 -0.584
C 9.45426 12.98716 15.24876 -0.235 -1.042 -0.452 -0.666
C 8.84300 14.07381 14.37050 -0.269 -0.300 1.254 0.388
C 7.30704 14.08440 14.28472 0.344 -1.079 -0.521 -0.562
O 6.97132 15.42921 14.41208 -0.685 2.094 0.078 -0.390
C 7.99116 16.19112 14.82278 1.699 1.511 0.178 0.410
O 8.02610 17.40833 15.01502 -0.358 -3.934 -0.426 -0.573
O 9.10958 15.34246 14.95722 -0.793 1.677 0.067 0.114
H 9.28978 12.01701 14.77988 -0.112 -0.124 -0.360 0.641
H 8.98516 12.84747 16.22268 -0.108 0.666 0.088 0.278
H 10.53418 13.00579 15.39550 -0.024 0.645 -0.111 -0.378
H 9.19772 14.05391 13.34002 0.517 0.039 0.099 0.110
H 6.73266 13.53272 15.02894 0.365 -0.231 0.109 0.325
H 7.04844 13.74476 13.28180 -0.436 -0.004 0.142 0.374
C 18.79571 14.93067 15.20998 -0.691 -0.112 0.122 -0.519
C 18.53216 16.45875 15.49152 0.229 -2.709 -0.481 0.845
C 19.34792 17.02482 16.55656 0.445 -1.191 4.176 -0.281
O 19.98570 18.18686 16.13950 -0.342 0.108 -1.309 -0.364
C 19.80784 18.19464 14.79308 0.371 2.751 -1.718 0.420
O 20.17222 19.10003 14.06128 -0.716 -2.606 1.564 -0.560
O 19.08088 17.09916 14.41500 0.749 2.237 -2.594 -0.173
H 19.79869 14.71360 14.84254 0.315 0.747 0.189 0.502
H 18.16959 14.50304 14.42690 -0.433 0.447 0.005 -0.090
H 18.66858 14.24078 16.04424 -0.254 0.491 0.353 -0.436
H 17.50461 16.75632 15.70056 -0.407 -0.403 -0.767 0.009
H 20.08992 16.30601 16.90416 0.287 0.120 -0.013 0.258
H 18.66296 17.21479 17.38290 0.453 0.394 0.458 0.332
C 12.81836 10.41614 14.39292 -0.075 0.264 -0.300 -0.199
C 12.12106 9.11198 14.01798 -0.189 1.149 -0.172 0.456
C 13.00766 7.94284 14.07266 1.651 -1.358 -0.008 -0.503
O 12.31018 6.99171 14.84542 -0.597 -1.361 0.976 -0.399
C 11.15610 7.49824 15.33376 -0.245 -0.312 -1.528 0.660
O 10.23282 6.90092 15.80596 1.145 0.559 0.283 -0.558
O 11.14266 8.80110 14.97766 -1.645 0.867 1.152 -0.293
H 12.17102 11.29063 14.45870 -0.401 -0.162 -0.258 0.002
H 13.60242 10.66784 13.67878 0.023 -0.177 -0.095 -0.245
H 13.29094 10.35332 15.37314 0.031 -0.426 0.032 0.205
H 11.64956 9.04904 13.03726 -0.228 0.946 -0.073 0.333
H 13.95146 8.16290 14.57158 0.162 -0.129 -0.156 0.327
H 13.15984 7.49072 13.09260 0.391 0.175 0.093 0.294
C 14.04970 12.37188 17.70213 -0.202 1.326 -0.437 -0.747
C 13.70860 13.21748 16.41888 -0.404 -3.152 2.638 2.438
C 13.88898 14.66929 16.38315 -1.719 1.165 4.093 1.260
O 14.46796 14.91614 15.19780 1.606 0.689 -3.027 0.029
C 15.04956 13.78489 14.78734 3.401 -0.152 -4.263 0.154
O 15.85396 13.69068 13.83068 -2.451 0.608 2.772 -0.521
O 14.69244 12.76242 15.50738 -0.137 -0.559 -0.665 -0.554
H 13.61952 12.80795 18.60374 -0.479 -0.258 -0.086 -0.485
H 15.12184 12.37811 17.89856 0.124 0.102 -0.296 0.389
H 13.74924 11.34254 17.50650 -0.161 0.045 0.321 0.263
H 12.70902 12.90673 16.11498 -0.009 0.051 -0.479 -1.468
H 14.51838 14.98076 17.21680 0.496 0.140 0.107 -0.759
H 12.95898 15.21317 16.54872 -0.037 -0.055 -0.427 -0.345
```
Forces are in eV/Å.

## Properties
- net charge = 0
- E_LUMO (Ha) = -0.0159
- molecular weight (g/mol) = 1279.2